Here is the ion C12H17N2O with charge +1 in a non-equilibrium geometry from the OMol25 dataset. Energies are from ωB97M-V with the def2-TZVPD basis set.

Calculated values
Frontier orbital gap ... 7.617 eV
Charge ... +1
SMILES string ... C[N+](=C\c1ccccc1)/C([O-])=C/[NH+](C)C
Electronic energy ... -651.8636 a.u.
Energy relative to the best compared isomer or geometry (same formula, charge and spin) ... 99.0 kcal/mol

Last column: Mulliken charge in e.
Geometry (Å):
C: -5.34326 -0.42885 -0.26170  -0.308
C: -4.40138 -1.42858 -0.47144  -0.594
C: -4.87074 0.82546 0.25463  -0.680
C: -3.06814 -1.23543 -0.21837  -0.209
C: -3.55253 1.01918 0.50890  -0.355
C: -2.62068 -0.05111 0.37460  0.057
C: 1.06395 0.92967 0.47731  0.782
C: -1.17171 0.06937 0.73215  0.123
C: 1.56320 -0.29634 0.09296  -1.335
C: -0.94587 2.27952 -0.17837  -1.410
C: 3.55224 -1.27230 1.19650  -0.940
C: 3.64563 -0.54745 -1.16954  -0.954
N: -0.42740 1.04063 0.36233  0.184
N: 3.03029 -0.28554 0.19030  0.163
O: 1.79025 1.84458 0.86251  -0.739
H: -6.44679 -0.68902 -0.49653  0.303
H: -4.64844 -2.39787 -0.84923  0.413
H: -5.71870 1.52240 0.52507  0.319
H: -2.30790 -1.88818 -0.61649  0.370
H: -3.19977 1.87485 1.08264  0.578
H: -0.83643 -0.75373 1.34772  0.706
H: 0.85794 -1.07169 -0.38345  0.293
H: -1.91491 2.05239 -0.59121  0.793
H: -0.78929 3.12897 0.42508  0.282
H: -0.30858 2.45881 -1.04075  0.390
H: 3.60495 -2.29461 0.89635  0.375
H: 4.52830 -1.02290 1.51009  0.439
H: 2.88577 -1.17106 2.16248  0.297
H: 3.16725 -1.28496 -1.77812  0.384
H: 3.40892 0.24107 -1.81428  0.446
H: 4.79354 -0.58389 -1.17151  0.330
H: 3.22148 0.64320 0.55157  0.498